No. 1
Density functional theory data (wB97M-V/def2-TZVPD) for 3 unconnected molecules or ions with the total composition C14H34IN2O5P in a non-equilibrium geometry.

Each line ends with the natural charge from an NBO analysis.
Element x y z (Å)
O (7.122419, 2.141655, -0.254470)  -0.477
C (6.600111, 2.656315, -1.198845)  0.457
I (6.876412, 1.937395, -3.218754)  0.033
C (5.738276, 3.901956, -1.112068)  -0.201
O (4.509767, 3.754408, -1.803343)  -0.776
P (3.347534, 3.105398, -0.969652)  2.539
O (3.299901, 3.448740, 0.449408)  -1.122
O (2.101382, 3.608997, -1.769968)  -0.979
O (3.390829, 1.554556, -1.208964)  -0.985
H (5.616216, 4.185474, -0.080806)  0.241
H (6.281921, 4.681968, -1.620741)  0.227
H (1.417792, 3.824455, -1.135251)  0.519
H (3.335093, 1.134748, -0.347793)  0.525
C (-0.981478, -0.008994, 1.376440)  -0.617
C (-0.237264, -0.671714, 2.525369)  -0.214
N (1.031992, -0.038103, 2.819972)  -0.455
C (1.872615, -0.817139, 3.711780)  -0.205
C (1.383676, -1.054319, 5.146306)  -0.636
C (0.975321, 1.389764, 3.082114)  -0.218
C (0.091068, 1.882145, 4.236457)  -0.639
H (-0.357449, 0.036630, 0.482123)  0.207
H (-1.875595, -0.586499, 1.135646)  0.211
H (-1.306057, 1.002029, 1.624760)  0.203
H (-0.034571, -1.709111, 2.246700)  0.195
H (-0.904827, -0.711404, 3.401120)  0.159
H (2.860262, -0.350221, 3.747175)  0.193
H (2.029297, -1.792740, 3.240699)  0.187
H (1.478780, -0.161935, 5.762583)  0.202
H (1.989008, -1.832528, 5.615132)  0.212
H (0.345609, -1.385182, 5.178235)  0.204
H (0.646226, 1.884876, 2.165350)  0.189
H (1.994623, 1.749809, 3.235422)  0.204
H (-0.882375, 1.389991, 4.249258)  0.202
H (-0.087640, 2.953467, 4.128121)  0.213
H (0.561248, 1.733172, 5.206685)  0.203
C (-4.868478, -1.910314, -4.564805)  -0.616
C (-3.427246, -1.864472, -4.080562)  -0.212
N (-3.267887, -1.154745, -2.827328)  -0.452
C (-1.884659, -0.860616, -2.502021)  -0.205
C (-0.937062, -2.036838, -2.231633)  -0.637
C (-4.092131, -1.624175, -1.729061)  -0.215
C (-3.956649, -3.091936, -1.298217)  -0.639
H (-5.286712, -0.905861, -4.636127)  0.211
H (-4.908724, -2.366499, -5.554328)  0.212
H (-5.504745, -2.504067, -3.907819)  0.201
H (-2.831801, -1.343062, -4.834136)  0.196
H (-3.037492, -2.894455, -4.036258)  0.157
H (-1.866982, -0.190351, -1.638302)  0.191
H (-1.470145, -0.274972, -3.328517)  0.189
H (-1.117411, -2.490648, -1.257942)  0.199
H (0.095869, -1.682211, -2.231671)  0.212
H (-1.015402, -2.812868, -2.992912)  0.206
H (-5.137245, -1.442355, -1.991121)  0.192
H (-3.905867, -0.978715, -0.867160)  0.194
H (-3.928144, -3.769774, -2.152037)  0.204
H (-4.815843, -3.375339, -0.687113)  0.211
H (-3.065366, -3.263786, -0.697131)  0.202

Forces on the atoms, in the same order (eV/Å):
-0.488 0.496 -1.182
0.565 -0.704 1.101
-0.019 0.000 0.215
0.422 0.018 -0.605
0.376 -0.021 -0.140
-0.873 0.412 0.807
0.259 0.067 0.490
-0.193 0.117 -0.803
0.423 -0.412 -0.482
-0.266 -0.098 0.471
0.200 0.334 -0.238
-0.443 0.185 0.129
-0.016 -0.428 0.297
-0.065 -0.018 -0.021
-0.172 0.037 -0.025
0.180 -0.027 -0.026
0.116 -0.169 0.053
0.082 0.020 0.032
-0.045 0.268 -0.057
0.045 0.035 -0.004
0.039 0.019 0.013
-0.007 -0.011 -0.007
-0.003 0.003 -0.007
0.075 -0.023 0.069
-0.021 -0.018 -0.021
-0.025 0.087 -0.014
-0.077 0.005 -0.043
-0.057 0.033 -0.004
0.005 -0.007 -0.019
-0.021 -0.002 -0.024
-0.033 -0.038 -0.004
0.053 -0.097 0.018
-0.007 -0.020 -0.019
0.012 0.003 -0.015
-0.038 -0.072 0.029
-0.008 -0.028 -0.020
-0.096 -0.133 -0.080
0.084 0.124 0.070
0.220 0.094 -0.025
0.046 0.057 0.091
-0.226 -0.066 0.098
-0.017 0.041 0.090
-0.001 0.019 0.045
0.004 -0.007 -0.011
-0.007 0.001 0.001
0.089 0.022 0.057
-0.003 0.002 -0.036
-0.099 -0.027 0.040
-0.069 -0.041 -0.071
-0.042 -0.048 -0.007
-0.005 0.016 -0.014
-0.022 -0.004 -0.022
0.017 -0.014 -0.064
0.106 0.030 -0.022
-0.002 0.013 -0.029
-0.007 0.013 -0.001
0.055 -0.034 -0.057

E_LUMO, eV: 0.163
Total charge: 0
Highest occupied orbital energy, Ha: -0.299

No. 2
Density functional theory data (wB97M-V/def2-TZVPD) for a gas-phase ion, C5H6NO2 (charge +1) in a non-equilibrium geometry.

Each line ends with the natural charge from an NBO analysis.
Element x y z (Å)
C (2.221602, -0.212857, 0.013512)  0.000
C (0.835205, 1.580129, 0.036578)  0.462
C (1.128923, -0.944683, 0.045386)  0.581
C (-2.136274, -0.362337, 0.282080)  -0.331
C (-1.499850, 0.764220, -0.053460)  -0.080
N (-0.083522, 0.707267, -0.059950)  -0.428
O (2.069010, 1.165261, 0.087163)  -0.381
O (0.456737, -1.961891, 0.052277)  -0.581
H (3.161726, -0.693987, -0.028935)  0.275
H (0.571920, 2.683460, 0.080047)  0.240
H (-3.242820, -0.433687, 0.177290)  0.234
H (-1.735693, -1.304731, 0.640915)  0.212
H (-2.055769, 1.544445, -0.500992)  0.239
H (0.308804, -2.530610, -0.771907)  0.560

Forces on the atoms, in the same order (eV/Å):
-1.851 0.184 0.355
-2.807 1.378 -0.088
-0.784 4.710 -1.019
-1.639 0.032 -0.125
0.400 -2.537 0.149
1.859 -1.681 0.561
1.921 -0.558 -0.320
-1.196 -3.890 -0.534
1.137 0.325 0.154
1.105 -1.336 0.017
0.960 0.468 0.118
0.466 0.480 0.036
0.045 1.159 -0.265
0.385 1.267 0.962

E_LUMO, eV: -4.162
Total charge: +1
Highest occupied orbital energy, Ha: -0.512

No. 3
Density functional theory data (wB97M-V/def2-TZVPD) for a molecular structure, C43H41AgN6OSSiTe.

Each line ends with the Mulliken charge.
Element x y z (Å)
Ag (-0.069605, 1.258734, -0.707251)  0.513
C (2.799636, -0.527537, 0.124964)  0.193
Si (3.062177, 0.533531, -1.413874)  -0.195
C (4.930608, 0.808362, -1.420119)  -1.420
C (2.682734, -0.510021, -2.936553)  -0.801
N (2.042658, 1.892905, -1.300779)  0.817
C (2.258000, 3.149693, -1.788490)  0.042
C (3.378100, 3.544027, -2.544819)  -0.284
C (3.585707, 4.841935, -2.986422)  -1.049
C (2.670708, 5.840702, -2.705727)  -0.802
C (1.532523, 5.502512, -1.978984)  -0.738
C (1.344492, 4.208456, -1.547536)  0.395
O (0.206769, 3.849761, -0.823728)  0.106
C (-0.854098, 4.721894, -0.750265)  -0.758
C (-1.095071, 5.390635, 0.437914)  -0.169
C (-2.229618, 6.180561, 0.552569)  -0.685
C (-3.104230, 6.309900, -0.516474)  -0.631
C (-2.840647, 5.647674, -1.708382)  -0.649
C (-1.714430, 4.849675, -1.830788)  0.266
H (3.048702, -1.574350, -0.056572)  0.442
H (1.774501, -0.487820, 0.498287)  -0.831
H (3.443411, -0.172077, 0.932266)  0.276
H (5.404606, -0.131588, -1.124597)  0.400
H (5.233099, 1.572445, -0.702546)  0.386
H (5.332630, 1.080644, -2.395038)  0.423
H (3.125436, -1.505972, -2.887421)  0.324
H (3.069160, -0.015964, -3.829688)  0.406
H (1.604291, -0.617114, -3.069692)  0.022
H (4.114145, 2.798804, -2.801827)  0.281
H (4.476544, 5.062671, -3.560448)  0.379
H (2.821696, 6.856976, -3.041570)  0.391
H (0.790356, 6.255446, -1.746467)  0.453
H (-0.402625, 5.279325, 1.261141)  0.729
H (-2.431404, 6.691866, 1.484409)  0.420
H (-3.989381, 6.923283, -0.421358)  0.405
H (-3.520044, 5.746184, -2.544311)  0.398
H (-1.490951, 4.319597, -2.747101)  0.495
Te (0.784570, 2.160282, 1.915062)  0.477
C (-0.743024, 3.192189, 2.932738)  -0.189
C (-2.063681, 3.041478, 2.522142)  0.456
C (-3.068915, 3.758058, 3.156371)  -0.927
C (-2.758944, 4.627965, 4.191187)  -0.499
C (-1.441306, 4.784447, 4.594790)  -0.572
C (-0.431501, 4.069508, 3.965589)  -0.391
C (0.740110, 0.487807, 3.207407)  0.195
C (-0.458540, -0.184972, 3.426043)  -0.335
C (-0.491866, -1.304196, 4.244520)  -0.531
C (0.675144, -1.768646, 4.836406)  -0.610
C (1.869561, -1.100948, 4.619612)  -0.623
C (1.901954, 0.030754, 3.814258)  -0.305
H (-2.305348, 2.387302, 1.695824)  0.115
H (-4.094344, 3.645110, 2.828534)  0.437
H (-3.544242, 5.189791, 4.679471)  0.401
H (-1.195135, 5.467119, 5.397611)  0.396
H (0.597409, 4.200183, 4.275469)  0.452
H (-1.372412, 0.182914, 2.971102)  0.294
H (-1.431523, -1.811774, 4.426822)  0.415
H (0.650455, -2.642768, 5.473352)  0.409
H (2.780925, -1.453549, 5.083788)  0.400
H (2.836985, 0.551962, 3.655875)  0.425
S (-2.707909, 1.730389, -0.953326)  -0.432
C (-3.138544, 0.189392, -0.493754)  -0.320
N (-3.654839, -0.669146, -1.436932)  0.134
C (-3.974814, -1.958277, -1.205513)  -0.257
C (-3.835730, -2.449281, 0.053156)  -0.718
C (-3.375823, -1.524818, 1.020298)  0.080
N (-3.046859, -0.284531, 0.784563)  -0.138
H (-3.724342, -0.277133, -2.367615)  0.304
H (-4.329565, -2.527718, -2.051870)  0.400
H (-4.073928, -3.470963, 0.295887)  0.469
H (-3.275011, -1.847806, 2.052577)  0.426
N (0.390106, -6.205961, -0.312308)  0.097
C (0.440179, -7.505162, -0.779115)  0.698
C (0.854538, -8.697430, -0.193854)  -1.053
C (0.766334, -9.829107, -0.977740)  -0.395
C (0.283595, -9.778865, -2.297297)  -0.489
C (-0.121559, -8.592240, -2.867840)  -0.754
C (-0.037226, -7.436306, -2.091413)  0.561
N (-0.359008, -6.128196, -2.416177)  -0.669
C (-0.088550, -5.440885, -1.342212)  -0.456
C (-0.263232, -3.985231, -1.236056)  1.263
C (-0.157540, -3.300000, -0.033630)  -0.776
C (-0.332578, -1.925809, -0.029852)  -0.653
N (-0.581178, -1.216081, -1.128146)  1.102
C (-0.668806, -1.879505, -2.282197)  -1.503
C (-0.534795, -3.251019, -2.387480)  -0.405
H (0.726207, -5.874974, 0.574056)  0.167
H (1.230673, -8.741373, 0.818206)  0.388
H (1.079687, -10.779575, -0.568538)  0.382
H (0.235886, -10.692635, -2.872821)  0.386
H (-0.489008, -8.544825, -3.882805)  0.435
H (0.051236, -3.795925, 0.904633)  0.363
H (-0.253631, -1.370950, 0.896732)  0.398
H (-0.846634, -1.276000, -3.165233)  0.556
H (-0.614214, -3.747852, -3.343044)  0.567

Forces on the atoms, in the same order (eV/Å):
0.084 -0.003 -0.151
-0.135 0.045 0.054
0.071 0.060 0.006
-0.045 -0.034 -0.001
-0.080 0.054 -0.006
-0.105 -0.093 -0.066
0.046 0.151 -0.030
0.055 -0.022 -0.073
-0.040 0.052 0.023
-0.003 -0.037 0.008
0.076 0.068 -0.039
-0.181 -0.100 -0.030
0.034 0.088 0.253
-0.018 -0.006 -0.053
0.031 0.038 -0.092
-0.035 0.050 -0.018
0.026 -0.015 0.036
0.010 -0.019 -0.024
-0.017 0.049 0.019
0.031 -0.093 -0.017
0.007 -0.022 -0.016
0.055 0.041 0.039
0.043 -0.026 0.015
-0.009 0.048 0.029
0.021 0.022 -0.052
0.042 -0.074 0.012
0.015 0.035 -0.058
0.001 -0.027 0.008
0.036 -0.105 -0.003
0.027 0.020 -0.020
0.007 0.018 -0.009
0.000 -0.003 0.001
0.002 0.029 -0.016
0.006 0.011 0.026
-0.031 0.028 0.000
-0.019 0.002 -0.028
0.003 -0.021 -0.023
0.160 -0.072 0.020
-0.145 -0.034 -0.001
0.008 0.006 0.125
-0.012 -0.024 0.008
-0.048 -0.006 -0.018
0.066 0.021 0.021
-0.005 -0.007 0.012
-0.057 0.011 0.064
-0.103 0.034 0.039
-0.016 0.006 -0.015
0.004 -0.047 0.026
0.038 0.001 -0.015
0.033 -0.067 -0.053
-0.007 -0.035 -0.031
-0.014 -0.001 -0.011
-0.017 0.018 0.016
0.000 0.011 0.016
0.020 -0.003 0.005
0.007 -0.035 -0.054
-0.012 -0.005 0.008
0.000 -0.023 0.022
0.023 -0.010 0.019
0.023 0.023 0.008
0.033 0.102 -0.124
-0.176 -0.115 0.230
0.011 0.056 -0.179
0.065 0.050 0.150
0.019 0.158 -0.120
-0.016 -0.117 0.084
0.026 0.078 -0.170
-0.011 -0.041 0.039
-0.007 -0.026 -0.011
-0.001 -0.029 0.026
0.002 -0.014 0.025
-0.022 -0.143 -0.076
0.070 0.032 0.152
-0.023 0.001 -0.059
-0.002 -0.031 -0.027
0.023 -0.003 0.059
0.001 0.015 0.020
-0.050 0.047 -0.121
0.002 -0.081 0.109
-0.010 0.237 -0.021
0.011 -0.112 -0.073
-0.028 0.056 0.000
0.058 -0.081 -0.037
0.118 -0.017 0.137
-0.033 -0.020 -0.018
0.009 0.095 0.025
0.006 0.000 -0.019
0.012 0.004 0.049
0.004 -0.028 0.008
-0.002 -0.029 -0.011
-0.013 0.009 -0.035
-0.001 -0.040 0.020
-0.035 0.032 0.074
-0.009 0.020 -0.016
0.015 -0.039 -0.005

E_LUMO, eV: -0.773
Total charge: 0
Highest occupied orbital energy, Ha: -0.221